DFT (ωB97M-V/def2-TZVPD) results for a structure of composition C30H29BrKN2SSb.

Computed properties:
Spin multiplicity: 1
Energy relative to the best compared isomer or geometry (same formula, charge and spin), kJ/mol: 54.6
E, hartree: -5082.4742

Last column: Löwdin charge in e.
CARTESIAN COORDINATES (ANGSTROEM)
K1 -0.61830 -0.27972 -1.22184  0.504
C1 -3.83316 -2.32965 -6.34294  -0.045
C2 -2.64926 -1.57476 -5.81857  -0.249
C3 -1.78869 -0.86456 -6.64941  -0.016
C4 -0.71273 -0.17561 -6.11613  -0.092
C5 -0.54720 -0.23537 -4.74293  -0.725
Br1 0.90761 0.71001 -3.94923  0.760
N1 -1.33406 -0.89805 -3.92585  -0.005
C6 -2.36549 -1.55207 -4.45791  -0.082
H1 -3.90947 -2.23993 -7.42563  0.077
H2 -4.75950 -1.95157 -5.90953  0.087
H3 -3.76205 -3.39012 -6.09935  0.085
H4 -1.96192 -0.84659 -7.71868  0.119
H5 -0.03082 0.38785 -6.73442  0.103
H6 -2.99991 -2.08235 -3.75647  0.127
S1 1.69330 -2.29739 -0.52346  -0.046
Sb1 1.86467 -1.08429 1.37963  1.214
C7 -0.08636 -0.70253 2.04118  -0.380
C8 -0.99817 -1.75016 1.89496  -0.167
C9 -2.33297 -1.55398 2.20379  -0.079
C10 -2.76370 -0.31460 2.65845  -0.060
C11 -1.86229 0.72426 2.81094  -0.065
C12 -0.52470 0.53681 2.49118  -0.105
C13 2.80061 0.77192 1.12105  -0.376
C14 2.84257 1.69115 2.16816  -0.143
C15 3.42953 2.93142 1.97922  -0.074
C16 3.98114 3.25342 0.74616  -0.071
C17 3.95721 2.33413 -0.29099  -0.070
C18 3.37004 1.09182 -0.10359  -0.127
C19 3.02520 -2.04860 2.84484  -0.343
C20 2.68429 -3.33827 3.23991  -0.121
C21 3.44020 -3.99472 4.19707  -0.080
C22 4.54223 -3.36692 4.76042  -0.081
C23 4.88961 -2.08519 4.36378  -0.080
C24 4.13114 -1.42374 3.40732  -0.116
H7 -0.66916 -2.70628 1.50152  0.082
H8 -3.04095 -2.36298 2.07626  0.107
H9 -3.81109 -0.14797 2.87046  0.114
H10 -2.20575 1.70137 3.11144  0.106
H11 0.15139 1.37877 2.55161  0.090
H12 2.41989 1.44476 3.13529  0.106
H13 3.45314 3.65028 2.78761  0.109
H14 4.43362 4.22440 0.59462  0.107
H15 4.39280 2.58774 -1.24845  0.108
H16 3.33638 0.37076 -0.91413  0.084
H17 1.83642 -3.84159 2.78950  0.100
H18 3.17250 -4.99790 4.50087  0.106
H19 5.13263 -3.88202 5.50655  0.105
H20 5.75319 -1.59768 4.79616  0.106
H21 4.41574 -0.42492 3.09955  0.090
C25 -4.27581 0.59746 -0.75995  -0.068
C26 -3.35628 1.62315 -0.17817  -0.441
C27 -3.63883 2.62810 0.73238  -0.112
C28 -2.41301 3.30278 0.95397  -0.122
C29 -1.47557 2.64859 0.16998  -0.449
C30 -0.02219 2.96909 0.00910  -0.062
N2 -2.04338 1.63020 -0.53322  -0.065
H22 -5.31434 0.78637 -0.48472  0.067
H23 -4.03407 -0.41597 -0.41140  0.053
H24 -4.22382 0.58540 -1.85357  0.061
H25 -4.60558 2.85433 1.15847  0.080
H26 -2.22514 4.15804 1.58789  0.082
H27 0.30165 3.66928 0.78273  0.074
H28 0.20624 3.42456 -0.95991  0.073
H29 0.63078 2.08985 0.10646  0.032


DFT (ωB97M-V/def2-TZVPD) results for a structure of composition C11H5NO4Ti at a distorted geometry.

Computed properties:
Spin multiplicity: 3
<S²>: 2.007
Charge: +2
Energy relative to the best compared isomer or geometry (same formula, charge and spin), kJ/mol: 69.5
E, hartree: -1626.6331

Last column: Löwdin spin population.
CARTESIAN COORDINATES (ANGSTROEM)
Ti1 -0.00299 -1.00384 -3.06472  1.640
O1 -1.19720 4.14901 -3.24512  0.000
C1 -0.92781 2.98970 -3.08735  0.002
C2 1.94029 -1.77808 -3.13174  0.051
O2 3.14897 -1.82481 -3.23085  0.081
C3 -1.69512 -2.23937 -2.86369  0.045
O3 -2.86285 -2.60898 -2.76324  0.079
C4 -0.21523 -0.11518 -5.03617  0.036
O4 -0.25653 0.03948 -6.20970  0.045
N1 -0.06291 -0.06832 -1.16460  0.000
C5 -0.01966 0.07120 -0.02238  0.017
C6 0.09735 0.15457 1.46365  0.001
C7 -1.04875 0.34446 2.19601  0.001
C8 -0.97101 0.39684 3.61987  0.000
C9 0.27737 0.23890 4.26462  0.000
C10 1.41084 0.08228 3.47542  0.000
C11 1.32701 0.02789 2.05729  0.001
H1 -2.04529 0.46042 1.72257  0.000
H2 -1.88985 0.55724 4.22407  0.000
H3 0.32972 0.24798 5.33906  0.000
H4 2.41819 -0.00738 3.97790  0.000
H5 2.24548 -0.11403 1.47910  0.000


DFT (ωB97M-V/def2-TZVPD) results for a cluster of 6 separate species, C40H87BBrO14P in total at a distorted geometry.

Computed properties:
Spin multiplicity: 1
SMILES: C=CC[C@@]1(P(O)Br)OC(=O)[C@](CCCCCCCCCCC)(B(C)O)[C@@H]1C.COCCOC.COCCOC.COCCOC.COCCOC.COCCOC
E, hartree: -5569.4962

Last column: Löwdin charge in e.
CARTESIAN COORDINATES (ANGSTROEM)
C1 -4.17771 0.20554 -2.79305  -0.027
C2 -2.79788 0.22200 -3.16610  -0.184
C3 -1.94236 -1.08466 -3.45384  -0.145
C4 -0.84950 -1.42281 -2.33768  -0.512
P1 -1.72198 -1.67893 -0.63233  0.717
O1 -3.13167 -2.61437 -1.02450  -0.354
Br1 -2.28944 0.30003 0.30538  0.308
O2 -0.26240 -2.75956 -2.50795  -0.050
C5 0.78093 -2.79108 -1.49496  -0.365
O3 0.98741 -3.84931 -0.89325  0.103
C6 1.47414 -1.32903 -1.31150  -0.190
C7 2.91144 -1.60682 -2.01728  -0.108
C8 3.89182 -2.50353 -1.13080  -0.190
C9 4.84176 -3.47920 -2.01831  -0.188
C10 5.34843 -4.72300 -1.15202  -0.207
C11 5.74372 -4.36073 0.36584  -0.218
C12 4.68281 -4.94788 1.41230  -0.217
C13 4.63316 -4.15584 2.81429  -0.198
C14 4.07373 -5.17324 3.91161  -0.215
C15 4.35189 -4.74710 5.43044  -0.214
C16 3.18898 -5.21963 6.45828  -0.251
C17 3.56924 -6.53006 7.30261  -0.136
B1 1.72467 -0.83475 0.21346  -0.412
C18 1.89041 0.68952 0.72309  -0.009
O4 1.85600 -1.87899 1.22689  0.035
C19 0.47901 -0.53272 -2.27935  -0.235
C20 0.37364 1.05799 -2.21923  -0.062
H1 -4.94406 -0.47291 -3.30381  0.067
H2 -4.60509 0.90905 -1.99521  0.053
H3 -2.34275 1.26958 -3.25368  0.098
H4 -1.45252 -0.96270 -4.48458  0.129
H5 -2.68156 -1.95693 -3.48811  0.111
H6 -2.77113 -3.50091 -1.25776  0.060
H7 3.39399 -0.56580 -2.12365  0.133
H8 2.78013 -2.02818 -3.07537  0.133
H9 3.37675 -3.18177 -0.38165  0.091
H10 4.60950 -1.77322 -0.60387  0.123
H11 4.15107 -3.88402 -2.84365  0.110
H12 5.66580 -2.89956 -2.54671  0.112
H13 4.55459 -5.55281 -1.08085  0.116
H14 6.25240 -5.17533 -1.70140  0.107
H15 6.73849 -4.90421 0.56888  0.110
H16 5.96519 -3.25272 0.51653  0.103
H17 3.65051 -4.96637 0.91467  0.111
H18 4.94786 -6.04568 1.62929  0.111
H19 5.61245 -3.64832 3.08696  0.115
H20 3.85809 -3.31779 2.67538  0.098
H21 2.94304 -5.33599 3.78971  0.118
H22 4.61613 -6.17586 3.75357  0.110
H23 5.30652 -5.30581 5.75243  0.101
H24 4.54153 -3.63464 5.56571  0.102
H25 2.92971 -4.38864 7.20081  0.097
H26 2.23446 -5.42796 5.85503  0.096
H27 3.40612 -6.27410 8.40931  0.068
H28 4.63713 -6.89028 7.17049  0.066
H29 2.80336 -7.35360 7.06339  0.073
H30 2.50623 1.32988 -0.00957  0.077
H31 2.39742 0.70404 1.74114  0.074
H32 0.83146 1.11844 0.86539  0.064
H33 2.82588 -2.01796 1.35492  0.080
H34 0.95933 -0.71298 -3.31453  0.153
H35 -0.00031 1.46063 -1.22187  0.044
H36 -0.23811 1.40115 -3.11264  0.072
H37 1.43238 1.47915 -2.38140  0.092
C21 -1.05669 -2.46929 3.25702  -0.111
O5 -1.40382 -3.11214 4.47686  -0.193
C22 -1.40596 -2.21237 5.58117  -0.202
C23 -2.82519 -1.82064 5.97153  -0.199
O6 -3.43503 -1.01843 4.96100  -0.195
C24 -4.35471 -1.75494 4.16883  -0.110
H38 -1.25071 -3.16321 2.43761  0.084
H39 -1.64786 -1.56395 3.09320  0.067
H40 0.00937 -2.22137 3.25913  0.081
H41 -0.79975 -1.32587 5.36599  0.123
H42 -0.94396 -2.73997 6.42187  0.122
H43 -2.78489 -1.21023 6.87934  0.121
H44 -3.43171 -2.70599 6.18696  0.124
H45 -5.25385 -1.97716 4.75193  0.086
H46 -3.91528 -2.68374 3.79711  0.085
H47 -4.63687 -1.13730 3.31425  0.085
C25 2.26758 6.12100 3.63108  -0.105
O7 0.98202 5.79278 4.13866  -0.188
C26 0.21135 5.04360 3.20337  -0.195
C27 0.17849 3.56598 3.56976  -0.191
O8 1.46449 2.96745 3.40985  -0.211
C28 2.12912 2.78049 4.65051  -0.107
H48 2.86452 6.52752 4.44930  0.090
H49 2.78021 5.24295 3.22927  0.080
H50 2.17502 6.88413 2.85286  0.080
H51 0.58660 5.18589 2.18396  0.118
H52 -0.80896 5.43790 3.24449  0.124
H53 -0.49996 3.04859 2.88362  0.119
H54 -0.19643 3.42079 4.58767  0.127
H55 1.65096 1.97108 5.21067  0.087
H56 2.13211 3.69419 5.24967  0.085
H57 3.16268 2.49747 4.44246  0.088
C29 -5.04214 4.32899 -0.66797  -0.108
O9 -5.26918 4.12840 -2.05568  -0.200
C30 -6.54373 3.54571 -2.31853  -0.207
C31 -7.53391 4.58658 -2.82479  -0.198
O10 -7.86588 5.52407 -1.80159  -0.193
C32 -7.19404 6.76378 -1.96696  -0.113
H58 -4.14266 4.93621 -0.55369  0.089
H59 -5.87657 4.85060 -0.19208  0.085
H60 -4.87781 3.36469 -0.17562  0.081
H61 -6.93163 3.03467 -1.43085  0.127
H62 -6.39427 2.79470 -3.10075  0.116
H63 -8.46324 4.08078 -3.10476  0.124
H64 -7.14722 5.09743 -3.71223  0.125
H65 -7.61871 7.30697 -2.81669  0.087
H66 -6.12023 6.62557 -2.11504  0.083
H67 -7.34718 7.35574 -1.06295  0.089
C33 2.35572 7.51118 -0.59140  -0.105
O11 2.95508 6.55369 0.26991  -0.210
C34 3.00079 5.25309 -0.31376  -0.198
C35 4.39896 4.92228 -0.81935  -0.196
O12 4.75034 5.73712 -1.93662  -0.192
C36 5.63515 6.78896 -1.58033  -0.111
H68 2.51788 8.50212 -0.16424  0.090
H69 2.79548 7.48710 -1.59178  0.085
H70 1.27775 7.33054 -0.65566  0.088
H71 2.26070 5.15719 -1.11539  0.127
H72 2.73627 4.54129 0.47541  0.116
H73 4.41040 3.88460 -1.16788  0.120
H74 5.13888 5.01735 -0.01837  0.126
H75 6.62891 6.38345 -1.36729  0.088
H76 5.27058 7.34910 -0.71583  0.083
H77 5.71124 7.47035 -2.42942  0.089
C37 -3.98048 -1.16583 -6.56726  -0.105
O13 -3.34865 -2.42375 -6.37372  -0.204
C38 -4.26642 -3.42942 -5.95047  -0.201
C39 -4.63369 -4.36142 -7.09787  -0.197
O14 -5.40637 -3.68272 -8.08689  -0.192
C40 -4.63757 -3.33883 -9.22990  -0.112
H78 -3.27068 -0.49860 -7.05923  0.093
H79 -4.87013 -1.25219 -7.19664  0.087
H80 -4.25163 -0.73408 -5.59851  0.063
H81 -5.16192 -2.98107 -5.50705  0.126
H82 -3.76218 -4.01275 -5.17328  0.122
H83 -5.25889 -5.17041 -6.70737  0.124
H84 -3.73913 -4.81019 -7.54096  0.126
H85 -4.40557 -4.23902 -9.80716  0.087
H86 -3.71242 -2.82586 -8.95598  0.083
H87 -5.23511 -2.67009 -9.85186  0.089


DFT (ωB97M-V/def2-TZVPD) results for a structure of composition C3H3ClO2 at a distorted geometry.

Computed properties:
Spin multiplicity: 1
Energy relative to the best compared isomer or geometry (same formula, charge and spin), kJ/mol: 524.9
E, hartree: -726.5800

Last column: Löwdin charge in e.
CARTESIAN COORDINATES (ANGSTROEM)
C1 0.30470 0.00969 -0.19020  -0.195
C2 -2.67419 -0.47460 0.15221  0.081
C3 1.35803 0.63475 -0.42821  -0.104
O1 -0.81137 -0.48320 0.07890  -0.049
O2 -3.29597 -0.31046 1.09189  0.275
Cl1 3.59626 0.06456 0.79934  -0.050
H1 -2.35798 -1.07373 -0.70636  0.168
H2 1.76424 1.14618 -1.30186  0.097
H3 2.11629 0.48681 0.50429  -0.223